This record from OMol25 describes a single C8H7NO2S molecule. The level of theory is ωB97M-V with the def2-TZVPD basis set.

Each line ends with the Löwdin charge.
Positions of all 19 atoms, in Å:
C  -1.8968  0.7271  -0.5224  -0.08
C  -1.2504  1.5724  0.4072  -0.13
C  -1.1905  -0.4110  -0.9590  -0.03
C  -0.0404  1.2766  0.9067  -0.04
C  0.1128  -0.6682  -0.5078  -0.23
C  0.7372  0.1645  0.4655  -0.19
C  3.0532  -0.8005  0.4168  -0.43
C  3.9335  -0.0782  -0.2598  -0.61
N  1.9891  -0.0461  1.0038  0.10
O  3.0012  -2.1521  0.5841  0.05
O  0.7701  -1.8251  -0.8659  0.02
S  4.7217  1.2241  -0.6307  0.69
H  -2.8928  1.0498  -0.8852  0.11
H  -1.8298  2.4239  0.7328  0.10
H  -1.6658  -1.0572  -1.7443  0.13
H  0.6345  1.8876  1.7333  0.17
H  2.3297  0.8493  1.3791  0.13
H  0.0982  -2.3902  -1.2586  0.12
H  2.1340  -2.5213  0.2140  0.13

Values from the calculation:
<S²>: 2.015
E (a.u.): -912.33403
2S+1: 3
Relative energy (zero: lowest compared OMol25 entry of this formula, charge and spin) (kcal/mol): 0.0
LUMO (spin up / spin down) (Ha): 0.016 / -0.063
Orbital gap (spin up / spin down) (eV): 7.090 / 6.628